(1)
# H80O40

40 unconnected molecules or ions with the total composition H80O40 (ωB97M-V/def2-TZVPD, the Open Molecules 2025 dataset).

Calculated values
Lowest unoccupied orbital energy, eV: -0.58
Charge: 0
Kohn-Sham gap, eV: 9.65

Each line ends with the Mulliken charge.
CARTESIAN COORDINATES (ANGSTROEM)
H1 -2.977 -0.271 0.407  0.287
H2 -2.923 1.071 -0.341  0.239
O1 -2.512 0.207 -0.372  -0.522
H3 -0.133 0.743 1.982  0.081
H4 -1.281 0.198 0.766  0.104
O2 -0.637 0.022 1.509  0.558
H5 -2.793 2.727 -3.923  0.394
H6 -3.396 3.062 -2.426  0.336
O3 -3.488 3.132 -3.383  -0.670
H7 3.917 3.372 0.702  0.278
H8 4.381 4.325 1.816  0.313
O4 4.217 4.302 0.850  -0.674
H9 -2.056 1.399 -2.780  0.062
H10 -3.020 0.382 -3.850  0.381
O5 -2.241 0.876 -3.552  -0.528
H11 0.801 -0.891 -3.273  0.036
O6 -0.139 -0.673 -3.283  -0.203
H12 -1.041 -2.893 -0.784  0.267
O7 -1.899 -2.505 -0.962  0.122
H13 4.532 -0.496 -1.587  0.291
H14 3.965 -0.943 -0.173  0.443
O8 4.816 -0.891 -0.755  -0.763
H15 -2.996 1.782 4.464  0.420
H16 -2.724 2.864 3.408  0.228
O9 -2.405 2.538 4.265  -0.665
H17 1.651 2.818 -0.509  0.249
H18 2.610 3.972 -0.905  0.339
O10 1.772 3.546 -1.158  -0.782
H19 -0.671 -5.071 1.229  0.278
H20 0.764 -4.582 0.932  0.276
O11 0.011 -5.035 0.523  -0.625
H21 2.837 -2.957 -0.322  0.168
O12 3.100 -2.526 0.497  -0.534
H22 3.681 0.843 3.694  0.294
H23 3.180 -0.591 3.642  0.220
O13 3.199 0.211 4.223  -0.662
H24 -2.347 -2.338 1.612  0.100
H25 -0.945 -2.638 2.007  0.150
O14 -1.798 -3.078 1.925  -0.455
H26 -2.892 -0.554 3.998  0.306
H27 -4.174 -0.315 3.359  0.420
O15 -3.690 -0.061 4.213  -0.788
H28 3.298 2.209 -3.997  0.257
H29 3.099 0.437 -4.165  0.357
O16 3.448 1.292 -3.827  -0.637
H30 4.121 -4.457 -1.776  0.249
H31 4.046 -3.172 -2.538  0.249
O17 3.505 -3.752 -1.980  -0.532
H32 3.422 -3.709 3.987  0.240
H33 4.207 -3.194 2.899  0.270
O18 3.392 -2.966 3.373  -0.541
H34 -0.902 1.266 -4.962  0.341
O19 -0.214 1.703 -5.525  -0.690
H35 0.356 -1.443 -1.375  -0.229
H36 1.771 -2.067 -1.826  -0.009
O20 0.908 -2.267 -1.395  0.355
H37 -1.497 2.089 0.566  -0.330
O21 -2.273 2.640 0.753  0.231
H38 -2.935 -1.509 -5.457  0.376
H39 -2.920 -1.444 -4.114  0.187
O22 -3.518 -1.072 -4.809  -0.641
H40 1.266 1.229 3.799  0.251
H41 -0.245 1.310 3.665  0.259
O23 0.596 1.627 3.247  -0.615
H42 -0.613 -4.416 4.251  0.258
H43 0.529 -3.768 3.563  0.218
O24 -0.180 -4.389 3.402  -0.567
H44 -3.382 -4.628 -0.036  0.304
H45 -4.264 -3.545 -0.232  0.327
O25 -4.256 -4.385 0.271  -0.632
H46 1.111 4.845 -0.680  0.482
H47 0.519 6.134 0.068  0.254
O26 0.443 5.648 -0.747  -0.671
H48 1.744 -1.413 5.020  0.278
H49 0.389 -1.175 5.605  0.317
O27 1.263 -1.533 5.840  -0.679
H50 -0.968 4.096 -1.987  0.238
H51 -0.033 2.873 -2.027  0.023
O28 -0.863 3.175 -1.641  -0.140
H52 0.502 -5.616 -2.743  0.326
H53 0.694 -4.172 -2.780  0.281
O29 0.317 -4.877 -3.337  -0.655
H54 5.603 3.609 -2.004  0.242
H55 5.418 3.746 -0.339  0.354
O30 5.137 3.389 -1.209  -0.571
H56 1.642 -1.050 2.036  -0.052
H57 0.151 -1.256 2.057  0.092
O31 0.974 -1.526 2.566  0.496
H58 1.156 3.402 2.653  0.276
O32 0.954 3.860 1.803  -0.522
H59 -2.859 -3.481 -2.015  0.248
H60 -3.074 -4.850 -2.957  0.264
O33 -3.203 -3.899 -2.824  -0.621
H61 0.428 1.909 -4.835  0.290
H62 -0.289 -1.184 -4.083  0.198
H63 -2.286 3.383 0.147  0.106
H64 -1.603 -1.559 -1.008  -0.066
H65 2.800 -2.968 1.289  0.207
H66 -0.018 3.761 1.735  0.201
O34 -3.876 4.321 -0.576  -0.703
H67 -4.754 4.087 -0.908  0.270
H68 -3.449 5.064 -1.023  0.274
O35 2.576 1.140 -0.769  -0.378
H69 2.347 1.857 -1.392  0.515
H70 3.474 0.788 -0.937  0.005
O36 2.601 -0.931 -5.185  -0.596
H71 1.837 -0.938 -5.772  0.267
H72 3.399 -1.296 -5.561  0.253
O37 -4.752 -1.846 2.503  -0.584
H73 -5.648 -2.204 2.636  0.242
H74 -4.455 -2.275 3.346  0.305
O38 -3.869 0.766 1.730  -0.685
H75 -4.487 0.717 2.453  0.371
H76 -3.397 1.607 1.908  0.065
O39 -4.983 3.588 1.931  -0.618
H77 -4.327 3.815 1.266  0.326
H78 -4.623 3.865 2.774  0.347
O40 4.841 0.268 1.596  -0.567
H79 5.200 -0.008 0.741  0.354
H80 5.275 -0.357 2.185  0.262

---

(2)
# C36H31BrMnN6O4S3

A molecular structure, C36H31BrMnN6O4S3 (ωB97M-V/def2-TZVPD, the Open Molecules 2025 dataset).

Calculated values
Spin multiplicity: 2
Lowest unoccupied orbital energy (spin up / spin down), eV: 0.04 / 0.02
Charge: 0
Kohn-Sham gap (spin up / spin down), eV: 7.06 / 6.71

Each line ends with the Mulliken charge.
CARTESIAN COORDINATES (ANGSTROEM)
Mn1 0.262 0.043 -0.156  0.557
Br1 4.085 -5.745 -0.013  -0.211
C1 4.684 -4.345 1.118  -0.007
C2 6.005 -3.937 1.069  -0.523
C3 6.417 -2.900 1.893  -0.240
C4 5.513 -2.247 2.723  -0.291
C5 4.195 -2.703 2.791  -0.076
C6 3.784 -3.754 1.991  -0.121
N1 6.061 -1.217 3.551  -0.407
N2 5.412 -0.218 3.892  -0.640
C7 4.164 0.090 3.294  -0.170
C8 3.114 0.386 4.135  -0.534
C9 1.797 0.502 3.681  -0.879
C10 1.503 0.354 2.327  0.481
O1 0.313 0.363 1.818  -0.576
C11 2.621 0.194 1.432  1.049
N3 2.298 0.135 0.109  -0.045
C12 3.258 0.030 -0.781  -0.146
C13 4.616 0.014 -0.419  -1.216
C14 4.959 0.043 0.903  -0.679
C15 3.947 0.093 1.888  0.142
H1 6.706 -4.427 0.408  0.418
H2 7.448 -2.572 1.895  0.475
H3 3.483 -2.249 3.467  0.484
H4 2.761 -4.102 2.034  0.532
H5 3.327 0.448 5.196  0.408
H6 0.986 0.680 4.375  0.517
H7 2.947 -0.049 -1.816  0.580
H8 5.373 -0.032 -1.190  0.419
H9 6.000 0.039 1.199  0.594
C16 -0.255 3.007 -4.323  -0.881
O2 0.082 1.692 -3.881  -0.375
C17 0.180 1.425 -2.584  0.634
O3 0.497 0.301 -2.232  -0.386
N4 -0.050 2.437 -1.709  -0.165
N5 -0.098 2.084 -0.355  -0.327
H10 -0.171 2.983 -5.404  0.264
H11 0.439 3.747 -3.922  0.366
H12 -1.284 3.253 -4.053  0.312
H13 -0.589 3.238 -1.997  0.394
H14 -1.064 2.073 -0.028  -0.111
H15 0.479 2.709 0.195  0.379
C18 -0.083 -6.265 -0.001  -1.424
C19 0.064 -4.773 -0.042  1.071
C20 -0.038 -4.056 -1.224  -1.133
C21 0.123 -2.682 -1.216  -0.799
N6 0.382 -1.989 -0.105  1.030
C22 0.469 -2.674 1.043  -0.229
C23 0.325 -4.043 1.114  -1.333
H16 -0.391 -6.660 -0.968  0.379
H17 -0.823 -6.561 0.744  0.353
H18 0.865 -6.733 0.271  0.273
H19 -0.257 -4.558 -2.158  0.436
H20 0.046 -2.101 -2.125  0.619
H21 0.661 -2.085 1.931  0.549
H22 0.401 -4.536 2.076  0.596
O4 -1.653 0.013 -0.631  -0.154
C24 -2.976 -0.140 -0.316  3.257
C25 -3.590 1.201 0.101  -1.007
C26 -4.250 1.561 1.232  -0.395
C27 -4.603 2.944 1.269  -0.703
C28 -4.199 3.616 0.162  -0.651
S1 -3.395 2.572 -0.943  0.002
C29 -3.228 -1.139 0.818  -0.522
C30 -2.400 -1.433 1.856  -0.384
C31 -2.957 -2.383 2.759  -1.069
C32 -4.200 -2.791 2.389  -0.610
S2 -4.704 -2.027 0.939  -0.103
C33 -3.724 -0.641 -1.553  -0.688
C34 -4.927 -0.267 -2.070  -0.305
C35 -5.294 -1.016 -3.226  -0.887
C36 -4.354 -1.937 -3.562  -0.556
S3 -3.017 -1.900 -2.488  0.012
H23 -4.475 0.856 2.020  0.547
H24 -5.131 3.409 2.089  0.405
H25 -4.340 4.659 -0.069  0.481
H26 -1.442 -0.956 1.983  0.571
H27 -2.454 -2.741 3.647  0.451
H28 -4.842 -3.500 2.885  0.476
H29 -5.543 0.502 -1.626  0.572
H30 -6.209 -0.866 -3.781  0.411
H31 -4.370 -2.626 -4.391  0.460

---

(3)
# C2H2Br3OP

A molecular structure, C2H2Br3OP (ωB97M-V/def2-TZVPD, the Open Molecules 2025 dataset).

Calculated values
Lowest unoccupied orbital energy, eV: -0.16
Charge: 0
Kohn-Sham gap, eV: 9.55

Each line ends with the natural charge from an NBO analysis.
CARTESIAN COORDINATES (ANGSTROEM)
C1 0.621 0.767 -1.857  0.467
C2 0.352 -0.252 -0.254  -0.911
O1 1.588 1.453 -2.014  -0.501
P1 1.949 0.008 0.497  0.770
Br1 -0.728 0.430 -3.088  0.091
Br2 1.779 -1.164 2.429  -0.223
Br3 3.072 -1.420 -0.833  -0.224
H1 -0.272 -1.164 -0.409  0.269
H2 -0.481 0.360 0.355  0.263

---

(4)
# C7H12N4

A gas-phase ion, C7H12N4 (charge +2) (ωB97M-V/def2-TZVPD, the Open Molecules 2025 dataset).

Calculated values
Lowest unoccupied orbital energy, eV: -7.91
Charge: +2
Kohn-Sham gap, eV: 9.12

Each line ends with the natural charge from an NBO analysis.
CARTESIAN COORDINATES (ANGSTROEM)
C1 2.255 -1.209 0.030  -0.299
C2 1.254 -2.081 0.197  0.099
C3 0.577 0.604 0.024  -0.076
C4 1.958 0.191 -0.020  0.318
C5 -0.357 -0.380 0.130  0.194
C6 -2.001 -0.150 -0.024  0.557
C7 0.092 1.993 -0.025  -0.641
N1 -0.079 -1.717 0.163  -0.506
N2 2.863 1.137 -0.293  -0.676
N3 -2.549 -0.710 -1.080  -0.692
N4 -2.688 0.259 0.999  -0.693
H1 3.227 -1.731 -0.189  0.291
H2 1.560 -3.115 0.496  0.277
H3 -0.870 1.941 -0.582  0.233
H4 -0.223 2.290 1.140  0.259
H5 0.768 2.774 -0.417  0.262
H6 -0.769 -2.359 0.573  0.454
H7 3.785 0.753 -0.561  0.439
H8 2.651 2.088 -0.365  0.427
H9 -2.050 -0.746 -1.970  0.451
H10 -3.460 -0.427 -1.197  0.418
H11 -2.241 0.544 1.844  0.447
H12 -3.705 0.055 1.127  0.458

---

(5)
# C4H12OS2

2 unconnected molecules or ions with the total composition C4H12OS2 (ωB97M-V/def2-TZVPD, the Open Molecules 2025 dataset).

Calculated values
Lowest unoccupied orbital energy, eV: 0.57
Charge: 0
Kohn-Sham gap, eV: 9.93

Each line ends with the natural charge from an NBO analysis.
CARTESIAN COORDINATES (ANGSTROEM)
C1 -1.811 0.093 -2.106  -0.628
C2 -1.827 1.604 -1.947  -0.533
S1 -0.743 2.218 -0.625  0.077
S2 -1.691 1.554 1.066  -0.150
H1 -0.787 -0.265 -2.306  0.212
H2 -2.459 -0.208 -2.946  0.217
H3 -2.179 -0.392 -1.186  0.220
H4 -1.437 2.107 -2.853  0.223
H5 -2.849 1.987 -1.763  0.222
H6 -1.104 0.343 1.176  0.145
C3 2.160 -1.740 2.144  -0.625
C4 1.924 -0.492 1.326  -0.064
O1 0.931 -0.804 0.345  -0.745
H7 2.512 -2.561 1.497  0.213
H8 1.226 -2.057 2.638  0.211
H9 2.922 -1.553 2.920  0.211
H10 1.580 0.335 1.976  0.159
H11 2.863 -0.168 0.837  0.160
H12 0.769 0.000 -0.192  0.476

---

(6)
# C5H8GdO2

A molecular structure, C5H8GdO2 (ωB97M-V/def2-TZVPD, the Open Molecules 2025 dataset).

Calculated values
Spin multiplicity: 9
Lowest unoccupied orbital energy (spin up / spin down), eV: -7.56 / -8.27
Charge: +2
Kohn-Sham gap (spin up / spin down), eV: 7.73 / 7.33

Each line ends with the Mulliken charge.
CARTESIAN COORDINATES (ANGSTROEM)
O1 1.035 0.010 1.205  -0.160
Gd1 1.048 -2.342 2.212  1.221
C1 0.145 -0.686 0.389  0.227
O2 -0.166 -0.171 -0.670  -0.599
C2 1.038 1.448 1.289  -0.166
C3 1.770 1.841 2.549  -1.174
H1 1.538 1.814 0.383  0.278
H2 0.002 1.810 1.289  0.354
H3 2.766 1.380 2.587  0.307
H4 1.886 2.932 2.574  0.353
H5 1.210 1.528 3.440  0.290
C4 -1.975 -1.747 -3.090  -0.071
C5 -2.634 -2.364 -3.929  0.002
H6 -3.168 -1.334 -3.421  0.359
H7 -1.298 -1.152 -2.175  0.343
H8 -3.197 -2.969 -4.632  0.436

---

(7)
# C7H13N

A molecular structure, C7H13N (ωB97M-V/def2-TZVPD, the Open Molecules 2025 dataset).

Calculated values
Lowest unoccupied orbital energy, eV: 0.92
Charge: 0
Kohn-Sham gap, eV: 8.97

Each line ends with the natural charge from an NBO analysis.
CARTESIAN COORDINATES (ANGSTROEM)
C1 -0.413 0.458 0.739  -0.430
C2 0.543 -1.606 1.877  -0.209
C3 0.749 1.769 -1.656  -0.692
C4 -0.423 -0.880 0.342  0.052
C5 -0.523 1.347 -0.998  0.058
N1 1.933 -1.706 1.645  -0.869
C6 -1.016 -1.746 -0.456  -0.439
C7 -1.726 1.718 -1.437  -0.470
H1 2.557 -1.430 2.394  0.363
H2 2.301 -1.254 0.815  0.366
H3 0.494 0.892 1.155  0.219
H4 -1.316 0.790 1.250  0.238
H5 0.292 -1.105 2.810  0.171
H6 0.079 -2.590 1.914  0.160
H7 0.830 2.865 -1.725  0.225
H8 1.651 1.449 -1.124  0.212
H9 0.873 1.384 -2.674  0.226
H10 -1.526 -1.407 -1.351  0.213
H11 -0.863 -2.813 -0.341  0.215
H12 -2.645 1.425 -0.934  0.198
H13 -1.851 2.440 -2.248  0.194

---

(8)
# C13H24O

A molecular structure, C13H24O (ωB97M-V/def2-TZVPD, the Open Molecules 2025 dataset).

Calculated values
Lowest unoccupied orbital energy, eV: 0.79
Charge: 0
Kohn-Sham gap, eV: 9.91

Each line ends with the natural charge from an NBO analysis.
CARTESIAN COORDINATES (ANGSTROEM)
C1 1.632 2.994 1.046  -0.631
H1 1.445 3.460 1.888  0.213
H2 2.040 3.488 0.316  0.212
H3 2.522 2.238 1.246  0.198
C2 0.632 2.231 0.401  -0.123
C3 0.833 1.435 -0.642  0.459
O1 1.865 1.094 -0.824  -0.522
C4 -0.184 1.020 -1.521  -0.528
H4 -0.482 2.026 -1.923  0.243
H5 -1.156 0.687 -1.034  0.244
C5 0.047 0.082 -2.464  -0.446
C6 -0.660 -1.176 -2.603  -0.301
H6 -0.399 -1.717 -3.833  0.203
C7 -0.616 -2.164 -1.469  -0.504
C8 -1.568 -2.132 -0.519  -0.390
H7 -2.081 -0.927 -0.356  0.173
H8 -2.583 -2.572 -1.086  0.218
C9 -1.361 -2.607 0.816  -0.371
H9 -0.486 -3.535 0.796  0.177
H10 -2.260 -3.203 1.288  0.233
C10 -0.853 -1.637 1.913  -0.401
C11 0.274 -0.794 1.752  -0.366
C12 0.460 0.382 2.485  -0.558
H11 1.447 0.767 2.502  0.239
C13 -0.060 1.374 1.888  -0.271
H12 -0.495 2.212 2.479  0.220
H13 -1.178 1.215 1.185  0.153
H14 0.152 0.157 3.538  0.232
H15 1.134 -1.477 1.893  0.204
H16 0.398 -0.714 0.511  0.192
H17 -0.886 -2.174 2.985  0.196
H18 -1.631 -0.923 1.926  0.194
H19 0.357 -1.926 -1.049  0.205
H20 -0.431 -3.115 -2.018  0.229
H21 -1.815 -0.867 -2.850  0.181
H22 -0.094 0.517 -3.459  0.225
H23 1.259 -0.300 -2.546  0.210
H24 -0.470 3.128 0.208  0.159

---

(9)
# C10H12AlBrNP

A molecular structure, C10H12AlBrNP (ωB97M-V/def2-TZVPD, the Open Molecules 2025 dataset).

Calculated values
Lowest unoccupied orbital energy (spin up / spin down), eV: 0.21 / 0.15
Charge: 0
Kohn-Sham gap (spin up / spin down), eV: 4.72 / 4.93

Each line ends with the natural charge from an NBO analysis.
CARTESIAN COORDINATES (ANGSTROEM)
C1 -0.425 0.100 -2.052  -0.412
C2 -1.219 1.089 -1.396  -0.304
C3 -0.353 1.973 -0.686  -0.282
C4 1.004 1.549 -0.896  -0.371
C5 0.991 0.395 -1.763  -0.457
Al1 0.190 -0.360 -0.021  1.284
P1 -0.088 -2.599 0.250  -0.029
H1 -0.757 -0.615 -2.803  0.256
H2 -2.287 1.241 -1.554  0.248
H3 -0.643 2.899 -0.195  0.248
H4 1.849 -0.040 -2.266  0.268
H5 1.899 2.123 -0.663  0.255
H6 1.087 -3.258 -0.222  -0.034
H7 -1.205 -3.138 -0.456  -0.016
H8 -0.226 -3.031 1.611  0.086
Br1 -1.661 -0.475 5.318  0.038
C6 -0.290 -0.011 4.087  -0.073
C7 0.955 0.391 4.550  -0.361
C8 1.911 0.760 3.607  -0.253
C9 1.631 0.695 2.252  -0.019
N1 0.420 0.274 1.811  -0.777
C10 -0.585 0.040 2.726  -0.135
H9 1.133 0.468 5.624  0.221
H10 2.891 1.123 3.908  0.216
H11 2.354 1.013 1.493  0.193
H12 -1.593 -0.125 2.340  0.210

---

(10)
# C3H8BBrO2

2 unconnected molecules or ions with the total composition C3H8BBrO2 (ωB97M-V/def2-TZVPD, the Open Molecules 2025 dataset).

Calculated values
Lowest unoccupied orbital energy, eV: 0.24
Charge: 0
Kohn-Sham gap, eV: 9.76

Each line ends with the natural charge from an NBO analysis.
CARTESIAN COORDINATES (ANGSTROEM)
C1 -0.901 1.706 0.620  -0.683
C2 -0.860 1.207 -0.782  -0.093
C3 -0.483 -0.055 -1.066  -0.569
B1 -0.133 -1.246 0.009  1.083
O1 -0.007 -2.566 -0.537  -0.912
O2 0.173 -0.862 1.257  -0.901
H1 -0.049 1.298 1.076  0.239
H2 -0.905 2.782 0.717  0.209
H3 -1.679 1.401 1.299  0.225
H4 -1.321 1.843 -1.537  0.194
H5 -0.701 -0.289 -2.079  0.214
H6 0.177 -3.347 0.012  0.493
H7 0.428 -1.595 1.916  0.502
Br1 3.727 -0.234 -0.176  -0.188
H8 2.535 -0.044 -0.727  0.187

---

F_max, record by record: 3.1, 0.5, 4.5, 4.0, 0.8, 3.2, 6.8, 19.0, 2.8, 3.3 eV Å⁻¹
Energy above the lowest of the compared OMol25 structures with the same formula, charge and spin, record by record: 8.698, 0.059, 1.082, 0.000, 0.264, 0.994, 4.787, 13.540, 0.000, 0.731 eV